(1)
Below is a structure of composition C40H63BCl2MnN9O8 at a distorted geometry, with properties calculated with wB97M-V/def2-TZVPD.

Positions of all 124 atoms, in Å:
1 Mn -1.9590 1.3024 0.5169
2 Cl 0.3287 2.2273 -0.1083
3 Cl 0.1291 -0.0362 0.8747
4 O -5.3683 -5.8054 -4.6086
5 C -4.8657 -5.8717 -3.5484
6 O -4.9608 -5.0252 -2.4874
7 B -4.1308 -5.5562 -1.3449
8 O -3.5834 -6.8704 -1.8480
9 C -3.9470 -7.0503 -3.1142
10 O -3.5506 -7.9578 -3.7805
11 O -4.8788 -5.6151 -0.0725
12 C -4.2874 -4.8868 0.8585
13 O -4.5018 -4.8449 2.0138
14 C -3.1292 -4.0957 0.1526
15 O -2.9593 -4.6013 -1.0714
16 O -2.4523 -3.2262 0.6257
17 C -6.3641 -1.9191 2.2440
18 C -5.5843 -2.0066 3.5092
19 C -4.0578 -1.7557 3.2033
20 C -3.8417 -0.6349 2.3558
21 N -3.4845 0.2204 1.6973
22 H -7.3559 -2.2611 2.3280
23 H -5.8859 -2.5349 1.4442
24 H -6.4210 -0.8394 1.8708
25 H -5.7264 -2.9784 3.9330
26 H -5.8343 -1.3373 4.3304
27 H -3.6460 -2.5898 2.7307
28 H -3.4552 -1.5856 4.1275
29 C 5.5948 5.1227 1.2375
30 C 4.8861 4.0903 0.3614
31 C 3.4216 4.3714 0.0383
32 C 2.4982 4.6115 1.1410
33 N 1.7003 4.7225 1.9613
34 H 5.8604 6.0468 0.7184
35 H 6.4846 4.6654 1.5723
36 H 5.0414 5.4216 2.1449
37 H 4.9574 3.1066 0.8689
38 H 5.4004 4.1064 -0.5984
39 H 3.0328 3.4948 -0.5432
40 H 3.3076 5.2354 -0.6285
41 C 2.0615 -4.6750 1.1324
42 C 0.7283 -4.0359 0.7817
43 C 0.2349 -4.3311 -0.6188
44 C 0.9843 -3.5433 -1.6350
45 N 1.3842 -2.8434 -2.4727
46 H 1.9082 -5.7464 1.1266
47 H 2.4309 -4.4511 2.1380
48 H 2.8698 -4.4143 0.4505
49 H 0.7555 -2.9375 0.9107
50 H -0.0453 -4.3575 1.4768
51 H -0.7911 -4.0816 -0.7396
52 H 0.3219 -5.3836 -0.9518
53 C 3.1166 0.9285 4.8016
54 C 2.6531 0.2902 3.5195
55 C 1.6137 -0.8372 3.6954
56 C 0.4102 -0.4258 4.4749
57 N -0.5519 -0.1017 4.9986
58 H 4.1758 1.2268 4.6893
59 H 3.1766 0.1669 5.5724
60 H 2.5610 1.7423 5.1853
61 H 3.3693 -0.3568 3.0150
62 H 2.3076 0.9527 2.8203
63 H 1.9671 -1.7189 4.1478
64 H 1.3019 -1.2817 2.7584
65 C 4.8000 -2.9783 -0.9030
66 C 6.1136 -2.2003 -0.5348
67 C 5.8295 -1.1907 0.5834
68 C 5.2464 0.0137 0.0873
69 N 4.7770 0.9471 -0.3710
70 H 5.1380 -3.6990 -1.6578
71 H 4.0689 -2.2188 -1.2361
72 H 4.2409 -3.3393 -0.1036
73 H 6.5173 -1.6652 -1.4157
74 H 6.8872 -3.0075 -0.2495
75 H 6.7640 -0.9495 1.0357
76 H 5.1912 -1.7164 1.2835
77 C -1.1517 4.5947 -3.6685
78 C -2.3033 5.4654 -3.1102
79 C -3.4433 4.7121 -2.5190
80 C -3.0712 3.8112 -1.4311
81 N -2.9837 3.0917 -0.5431
82 H -0.8260 3.7622 -3.0237
83 H -0.2906 5.2568 -3.8890
84 H -1.4253 4.0998 -4.6172
85 H -2.7212 6.0852 -3.9239
86 H -1.9096 6.2395 -2.4114
87 H -4.0672 4.1320 -3.2040
88 H -4.1847 5.3247 -1.9780
89 C -0.8056 5.9594 3.8453
90 C -0.9717 4.7414 4.7286
91 C -0.1996 3.4183 4.2693
92 C -0.9572 2.7628 3.2600
93 N -1.5905 2.2384 2.4425
94 H 0.1821 6.4426 3.7926
95 H -1.4331 6.7646 4.2356
96 H -1.0655 5.7601 2.7468
97 H -2.0374 4.5562 4.8195
98 H -0.4996 5.0030 5.7092
99 H -0.0953 2.7677 5.1477
100 H 0.7485 3.5687 3.8181
101 C -2.8803 -2.7977 -4.9526
102 C -2.6108 -1.5642 -4.1523
103 C -2.2587 -2.0000 -2.6730
104 C -2.0256 -0.8265 -1.8140
105 N -1.8076 0.0657 -1.1550
106 H -3.8475 -3.2250 -4.6611
107 H -2.0868 -3.5724 -4.8204
108 H -2.9932 -2.4955 -6.0157
109 H -3.5503 -0.9672 -4.2135
110 H -1.7427 -1.0306 -4.5843
111 H -1.3629 -2.6312 -2.8417
112 H -2.9721 -2.6680 -2.1936
113 C 2.5526 2.8737 -3.4573
114 C 3.0396 1.4621 -3.9220
115 C 1.9951 0.4241 -3.5045
116 C 0.5683 0.6987 -3.8403
117 N -0.5240 0.9008 -4.0907
118 H 3.2752 3.6260 -3.7128
119 H 2.5212 2.9914 -2.3972
120 H 1.5452 3.0685 -3.7920
121 H 3.8674 1.1977 -3.2771
122 H 3.2634 1.5101 -4.9570
123 H 1.9846 0.3365 -2.4314
124 H 2.2219 -0.5756 -3.9383

The calculation puts the highest occupied orbital energy (spin up / spin down) at -10.80 / -10.80 eV. The energy comes out at -4752.7476 hartree. The expectation value of S² is 4.0084. Its charge is +1. Its spin multiplicity is 4.

***

(2)
Below is a structure of composition C40H63FeGeN9P3 at a distorted geometry, with properties calculated with wB97M-V/def2-TZVPD.

Positions of all 117 atoms, in Å:
1 Fe 9.9633 10.7377 12.9634
2 C 6.3047 11.6916 13.8547
3 C 7.0176 12.8256 13.0081
4 C 6.2760 13.0122 11.6745
5 P 8.9519 12.7168 12.9885
6 C 9.2331 13.7547 14.5525
7 N 9.6331 12.8848 15.7028
8 Ge 10.0922 10.9681 15.2894
9 N 11.6944 10.1541 15.8849
10 C 12.6866 9.9702 14.8383
11 P 12.1179 10.5986 13.1478
12 C 12.8573 9.4445 11.8355
13 C 13.6557 10.1433 10.7490
14 C 13.7136 8.3049 12.3712
15 C 13.1701 12.1718 13.1461
16 C 12.6805 13.1808 14.1825
17 C 14.6840 11.8186 13.2785
18 C 12.0080 9.7804 17.1787
19 C 13.1842 9.0943 17.5305
20 C 13.3767 8.6920 18.8406
21 C 12.4648 9.0675 19.8546
22 C 11.2892 9.7680 19.4878
23 C 11.1224 10.2428 18.2140
24 N 10.1903 11.2275 17.8471
25 C 10.5456 12.6755 17.9410
26 C 11.2338 13.1640 19.0600
27 C 11.6354 14.4815 19.0448
28 C 11.2182 15.4049 18.0834
29 C 10.5125 14.8882 16.9438
30 C 10.1795 13.4974 16.8298
31 C 8.8190 10.8420 18.1020
32 C 8.2009 11.1246 19.3074
33 C 6.9633 10.5906 19.7142
34 C 6.2155 9.8397 18.7474
35 C 6.7417 9.6986 17.4881
36 C 8.0719 10.1039 17.1607
37 N 8.6889 9.8267 15.8939
38 C 8.0434 8.9501 14.9750
39 P 9.0562 8.7746 13.3435
40 C 7.7088 7.8485 12.3751
41 C 8.1635 7.4201 10.9238
42 C 6.9761 6.6675 13.0761
43 C 10.1921 7.3778 13.7870
44 C 9.8784 6.4040 14.9836
45 C 10.5684 6.4789 12.5926
46 C 9.2597 14.0037 11.5653
47 C 10.7162 13.9981 11.0861
48 C 8.8097 15.4268 11.7258
49 H 5.2476 11.9911 14.0192
50 H 6.7462 11.6397 14.8646
51 H 6.2296 10.7108 13.3210
52 H 6.9264 13.7598 13.5964
53 H 6.5598 12.2551 10.9501
54 H 6.4368 13.9676 11.2000
55 H 5.2058 13.0182 11.8673
56 H 8.3458 14.3109 14.8998
57 H 10.0838 14.4630 14.3083
58 H 12.9028 8.8906 14.7464
59 H 13.6094 10.4979 15.0863
60 H 11.9174 9.0828 11.3825
61 H 14.6120 10.5826 11.1696
62 H 12.9996 10.9252 10.2270
63 H 13.8928 9.3652 9.9941
64 H 14.7538 8.6085 12.5812
65 H 13.8308 7.6430 11.5131
66 H 13.3043 7.7325 13.2636
67 H 13.0756 12.6203 12.1319
68 H 12.4796 12.7891 15.2059
69 H 11.7362 13.5596 13.8956
70 H 13.3141 14.0782 14.2977
71 H 15.1067 12.3408 14.1462
72 H 15.1696 12.1790 12.3939
73 H 14.9179 10.7820 13.3173
74 H 13.9211 8.8902 16.7801
75 H 14.2393 8.0926 19.0287
76 H 12.6862 8.7732 20.8789
77 H 10.5456 10.0729 20.2490
78 H 11.4842 12.4912 19.8972
79 H 12.1932 14.7977 19.9316
80 H 11.3810 16.4642 18.1069
81 H 10.1630 15.6195 16.2102
82 H 8.8322 11.6701 19.9773
83 H 6.6245 10.5727 20.7496
84 H 5.2358 9.4219 18.9738
85 H 6.1900 9.1760 16.7507
86 H 6.9947 9.3384 14.6583
87 H 7.9617 7.9708 15.4959
88 H 6.9048 8.5939 12.2719
89 H 8.5227 6.4166 10.8944
90 H 8.9158 8.0818 10.4799
91 H 7.2884 7.5525 10.2685
92 H 7.6764 5.8684 13.4604
93 H 6.3992 6.1240 12.2786
94 H 6.3241 6.9282 13.9164
95 H 11.1032 7.8997 14.0630
96 H 9.0143 5.7731 14.7447
97 H 9.6619 6.9167 15.9586
98 H 10.7944 5.7672 15.1413
99 H 9.8128 5.7090 12.4175
100 H 11.5010 5.9322 12.8051
101 H 10.7214 7.0589 11.7088
102 H 8.7115 13.5622 10.6683
103 H 11.3827 14.6088 11.6856
104 H 10.7662 14.3776 10.0520
105 H 11.0991 12.9355 10.9545
106 H 9.4448 16.0307 12.4053
107 H 7.7970 15.5045 12.1558
108 H 8.8418 15.9484 10.7750
109 N 10.8007 10.8300 7.4898
110 N 10.1673 10.8780 8.7212
111 N 8.8513 10.7236 8.8546
112 C 8.6642 10.6270 10.1953
113 N 9.8219 10.7252 10.8435
114 N 10.8013 10.9210 9.9197
115 H 10.3022 10.4182 6.7290
116 H 11.8196 10.6008 7.4880
117 H 7.6923 10.5132 10.6975

The calculation puts the highest occupied orbital energy (spin up / spin down) at -15.51 / -14.57 eV. The energy comes out at -6418.4583 hartree. The expectation value of S² is 6.1237. Its charge is +3. Its spin multiplicity is 5.